Record 1
13 unconnected molecules or ions with the total composition C18H62N8O13 in a non-equilibrium geometry. Source: OMol25; level of theory: ωB97M-V/def2-TZVPD.

Properties
Energy above the lowest of the compared OMol25 structures with the same formula, charge and spin (kcal/mol): 145.8
HOMO energy (eV): -8.4
Energy (eV): -58205.2069

Geometry (Å):
C: 4.022 -17.858 -2.502
C: 4.473 -17.814 -3.998
O: 3.415 -17.312 -4.770
H: 4.507 -17.064 -2.030
H: 4.311 -18.815 -2.097
H: 2.972 -17.676 -2.295
H: 4.584 -18.762 -4.468
H: 5.372 -17.198 -4.109
H: 3.642 -17.448 -5.717
C: 6.797 -22.659 -11.257
C: 7.629 -22.105 -10.165
O: 8.236 -20.902 -10.460
H: 5.930 -22.086 -11.463
H: 6.480 -23.649 -10.842
H: 7.356 -22.758 -12.166
H: 8.355 -22.840 -9.810
H: 6.937 -21.980 -9.355
H: 8.269 -20.319 -9.697
C: 2.567 -21.062 -4.566
C: 1.312 -20.370 -4.305
O: 1.522 -19.360 -3.258
H: 3.253 -20.382 -5.095
H: 2.434 -21.957 -5.161
H: 3.117 -21.399 -3.684
H: 0.655 -21.078 -3.824
H: 0.850 -19.894 -5.096
H: 2.237 -18.777 -3.469
C: 2.111 -17.060 -7.708
C: 1.772 -18.454 -8.325
O: 2.396 -19.497 -7.652
H: 3.186 -16.779 -7.793
H: 1.611 -16.870 -6.717
H: 1.613 -16.371 -8.408
H: 2.070 -18.449 -9.387
H: 0.717 -18.604 -8.296
H: 1.804 -20.256 -7.646
C: 2.793 -23.772 -8.273
C: 3.276 -23.039 -9.551
O: 2.459 -21.897 -9.662
H: 1.759 -24.082 -8.359
H: 2.887 -23.146 -7.404
H: 3.335 -24.736 -8.192
H: 3.235 -23.683 -10.410
H: 4.344 -22.708 -9.412
H: 2.853 -21.233 -10.240
C: 6.038 -15.381 -6.728
O: 5.682 -16.695 -6.682
N: 5.982 -14.604 -7.772
N: 6.587 -14.681 -5.782
H: 5.768 -15.154 -8.601
H: 6.398 -13.673 -7.948
H: 6.785 -15.253 -4.959
H: 6.560 -13.645 -5.759
C: 8.416 -18.612 -5.089
O: 7.613 -19.637 -4.528
N: 9.717 -18.508 -4.993
N: 7.979 -17.830 -5.963
H: 10.214 -19.238 -4.391
H: 10.263 -18.131 -5.759
H: 6.973 -17.753 -6.058
H: 8.471 -16.913 -6.242
C: 4.776 -24.488 -4.154
O: 6.075 -24.892 -4.070
N: 3.889 -24.640 -3.227
N: 4.376 -23.676 -5.075
H: 4.086 -25.320 -2.549
H: 2.961 -24.280 -3.226
H: 5.030 -23.586 -5.908
H: 3.390 -23.683 -5.295
C: -0.353 -20.972 -8.087
O: -0.545 -20.914 -9.390
N: -1.037 -20.240 -7.257
N: 0.471 -21.776 -7.519
H: -1.877 -19.744 -7.662
H: -0.933 -20.258 -6.264
H: 1.284 -22.118 -8.122
H: 0.385 -21.975 -6.503
C: 7.595 -22.805 -6.349
O: 6.361 -23.040 -6.829
H: 7.828 -21.723 -6.318
H: 8.308 -23.195 -7.051
H: 7.725 -23.250 -5.409
H: 5.971 -22.188 -7.120
C: 5.537 -19.849 -7.649
O: 4.763 -20.984 -7.360
H: 6.020 -20.039 -8.623
H: 6.377 -19.821 -7.006
H: 5.013 -18.913 -7.548
H: 3.813 -20.766 -7.524
C: 8.068 -18.178 -9.299
O: 8.527 -19.152 -8.357
H: 7.325 -17.601 -8.866
H: 7.799 -18.578 -10.300
H: 8.905 -17.513 -9.560
H: 8.308 -18.642 -7.546
C: 4.752 -18.984 -11.009
O: 3.516 -19.675 -11.197
H: 4.770 -18.499 -10.079
H: 5.012 -18.216 -11.689
H: 5.593 -19.723 -11.021
H: 3.431 -19.692 -12.129



Record 2
C4H6BrNS in the gas phase in a non-equilibrium geometry. Source: OMol25; level of theory: ωB97M-V/def2-TZVPD.

Properties
Structure (SMILES): CC1=N[C@@H](Br)CS1
Energy above the lowest of the compared OMol25 structures with the same formula, charge and spin (kcal/mol): 13.9
HOMO energy (eV): -9.0
Energy (eV): -86612.4284

Geometry (Å):
C: -1.305 -0.075 -1.545
C: -0.393 0.124 -0.469
N: 0.800 0.523 -0.553
C: 1.598 0.594 0.722
Br: 2.397 2.333 1.094
C: 0.668 0.228 1.913
S: -0.830 -0.441 1.164
H: -1.138 0.395 -2.578
H: -2.294 0.209 -1.252
H: -1.335 -1.130 -1.877
H: 2.451 -0.151 0.699
H: 1.085 -0.620 2.471
H: 0.535 0.977 2.574



Record 3
2 unconnected molecules or ions with the total composition CH5Cl2NSi in a non-equilibrium geometry. Source: OMol25; level of theory: ωB97M-V/def2-TZVPD.

Properties
Energy above the lowest of the compared OMol25 structures with the same formula, charge and spin (kcal/mol): 105.9
HOMO energy (eV): -8.1
Energy (eV): -35528.7962

Geometry (Å):
C: -2.441 -0.525 0.453
N: 2.405 1.024 -0.709
Si: 2.920 -0.560 -0.195
Cl: -2.689 0.881 -0.640
Cl: -2.152 -2.131 -0.381
H: -1.617 -0.177 0.933
H: 2.193 1.189 -1.654
H: 2.546 1.907 -0.201
H: -3.316 -0.786 1.163
H: 2.151 -0.821 1.230



Record 4
A gas-phase ion, C3H6O (charge +1). Source: OMol25; level of theory: ωB97M-V/def2-TZVPD.

Properties
Spin multiplicity: 2
Energy above the lowest of the compared OMol25 structures with the same formula, charge and spin (kcal/mol): 0.0
Charge: +1
HOMO energy (alpha / beta) (eV): -16.4 / -19.1
Energy (eV): -5246.5668

Geometry (Å):
C: 1.277 -0.682 0.242
C: 0.035 -0.060 0.028
O: -1.004 -0.751 0.336
C: -0.097 1.315 -0.510
H: 2.183 -0.205 -0.094
H: 1.409 -1.634 0.731
H: -1.846 -0.267 0.187
H: 0.507 1.407 -1.408
H: -1.131 1.538 -0.792
H: 0.288 2.049 0.193